{
  "formula": "C28H21BrINNdO6Te",
  "method": "wB97M-V/def2-TZVPD",
  "e_homo_ev": [-9.35, -9.35],
  "total_charge": 1,
  "orbital_gap_ev": [4.912, 4.927],
  "spin_multiplicity": 4,
  "s2": 3.75,
  "symbols": ["Nd", "I", "C", "C", "C", "C", "C", "N", "H", "H", "H", "H", "O", "C", "O", "C", "C", "C", "C", "O", "C", "O", "C", "C", "H", "H", "H", "H", "H", "Br", "C", "C", "C", "C", "C", "C", "C", "O", "O", "H", "H", "H", "H", "C", "Te", "C", "C", "C", "C", "C", "C", "C", "H", "H", "H", "H", "H", "H", "H", "H"],
  "positions_angstrom": [[-1.506200, 0.648840, -2.239838], [-2.519648, 1.731012, -5.000913], [-0.625730, 0.432555, -5.119892], [-0.388227, -0.236876, -6.335613], [0.743756, -1.040327, -6.381145], [1.556571, -1.231180, -5.288060], [1.240097, -0.653880, -4.086822], [0.140776, 0.228681, -4.022751], [-1.182351, -0.235619, -7.124025], [0.857173, -1.698439, -7.281825], [2.351262, -1.979468, -5.315964], [1.858844, -0.851783, -3.208879], [0.175608, 2.291236, -1.683110], [-0.654387, 3.124293, -1.195088], [-1.939217, 2.917723, -1.309346], [-0.144908, 4.323120, -0.543091], [-0.572385, 4.737807, 0.741018], [-0.151887, 6.033396, 1.224707], [0.535952, 6.949091, 0.445989], [0.831360, 8.303479, 0.582085], [1.477676, 8.658499, -0.702728], [1.309989, 7.526720, -1.572790], [0.819744, 6.512356, -0.804918], [0.496916, 5.266061, -1.362458], [-1.124562, 4.182446, 1.398767], [-0.322497, 6.221028, 2.294602], [2.572814, 8.834193, -0.568916], [0.995823, 9.579619, -0.902064], [0.726318, 5.100566, -2.399607], [-0.884353, -3.394309, -2.080191], [-1.940474, -3.636526, -0.485708], [-1.878762, -4.951650, 0.061301], [-2.583942, -5.181247, 1.175051], [-3.481722, -4.192821, 1.673400], [-3.630154, -2.954257, 1.053409], [-2.706088, -2.622995, 0.039593], [-2.361453, -1.244914, -0.524674], [-3.228338, -0.741433, -1.266138], [-1.175595, -0.719206, -0.324762], [-1.266516, -5.734944, -0.470562], [-2.483093, -6.111095, 1.748575], [-4.007642, -4.500001, 2.539514], [-4.435043, -2.265823, 1.282439], [0.424056, -2.669113, 1.980735], [0.785318, -0.481287, 1.686507], [2.164553, -0.698274, 3.357257], [1.961472, -2.127755, 3.913370], [2.727241, -2.556332, 4.967209], [2.610029, -3.838128, 5.445078], [1.710297, -4.738036, 4.839840], [0.961656, -4.328644, 3.729648], [1.105000, -3.027261, 3.249413], [1.001539, -2.984310, 1.073754], [-0.629130, -2.849933, 1.839158], [2.053680, 0.198298, 3.950555], [3.224476, -0.553006, 2.971848], [3.487698, -1.859910, 5.400502], [3.124590, -4.203766, 6.311092], [1.565261, -5.715394, 5.291452], [0.226760, -4.991076, 3.334009]],
  "forces_ev_per_angstrom": [[0.40, 1.45, 2.23], [1.57, -0.92, -0.35], [0.78, -0.78, 0.38], [-1.17, 0.47, 0.31], [-1.06, -1.02, -1.70], [0.49, -0.74, 0.50], [-1.55, 1.75, -0.46], [0.24, -0.82, -1.15], [1.19, 0.19, 0.61], [0.18, 0.92, 0.84], [-0.09, 0.44, -0.09], [-0.64, 0.38, 0.05], [-0.76, -0.51, -0.29], [-1.31, -0.99, -0.32], [1.80, -0.93, -0.14], [-1.05, 1.93, 0.75], [2.88, 3.11, -1.82], [-0.40, -1.07, 1.37], [-0.71, -0.17, 0.52], [0.48, -1.65, -0.54], [0.95, -1.30, 1.87], [0.10, 1.34, -0.07], [-0.13, -0.78, -2.42], [0.58, 0.74, 1.23], [-1.23, -1.65, 1.30], [-0.27, 0.20, -0.63], [-0.75, -0.27, 0.12], [-0.63, 0.62, -1.39], [0.07, -0.20, -0.17], [-0.11, 0.23, 0.21], [0.69, -1.59, 0.05], [1.31, 0.55, -2.69], [-1.25, 0.20, 2.15], [0.81, -0.28, -1.13], [0.53, -0.36, 0.01], [1.02, 0.24, -0.20], [0.41, -1.06, 1.18], [0.26, 1.23, -0.72], [-2.57, -0.63, -1.14], [-0.68, 1.01, 0.85], [-0.13, 0.32, -0.46], [-0.87, 0.21, 0.59], [0.31, 0.10, 0.46], [1.20, 1.91, -1.87], [0.26, -0.63, 0.92], [1.21, -0.32, -1.52], [-0.30, 1.17, -1.27], [1.31, 0.72, 0.93], [-1.01, -1.29, -0.34], [-0.02, 0.82, 0.05], [0.84, 0.32, 1.40], [0.06, -0.11, 0.32], [-0.67, -0.43, 0.92], [-0.22, -0.29, 0.35], [-0.53, -0.37, 0.91], [-1.17, -0.60, 0.24], [-0.88, -0.64, -0.26], [0.48, 0.17, 0.25], [0.05, 0.07, -0.23], [-0.31, -0.37, -0.55]],
  "lowdin_spin": [3.034, -0.003, 0.001, 0.000, 0.001, 0.000, 0.000, -0.006, 0.000, 0.000, 0.000, 0.000, -0.007, 0.000, -0.008, 0.000, 0.000, 0.000, 0.000, 0.000, 0.000, 0.000, 0.000, 0.000, 0.000, 0.000, 0.000, 0.000, 0.000, 0.000, 0.000, 0.000, 0.000, 0.000, 0.000, 0.000, -0.001, -0.005, -0.005, 0.000, 0.000, 0.000, 0.000, 0.000, 0.000, 0.000, 0.000, 0.000, 0.000, 0.000, 0.000, 0.000, 0.000, 0.000, 0.000, 0.000, 0.000, 0.000, 0.000, 0.000]
}

{
  "formula": "C28H21ClF6N6O5S2Sn",
  "method": "wB97M-V/def2-TZVPD",
  "e_homo_ev": -12.24,
  "total_charge": 2,
  "orbital_gap_ev": 5.516,
  "symbols": ["Sn", "F", "C", "F", "F", "S", "O", "O", "N", "S", "O", "O", "C", "F", "F", "F", "C", "O", "C", "C", "C", "C", "C", "C", "C", "N", "C", "C", "N", "C", "C", "C", "C", "N", "C", "C", "N", "C", "C", "C", "C", "H", "H", "H", "H", "H", "H", "H", "H", "H", "H", "H", "H", "H", "H", "Cl", "C", "C", "C", "C", "N", "C", "C", "H", "H", "H", "H", "H", "H", "H"],
  "positions_angstrom": [[1.674921, 0.786654, -2.848575], [5.185212, 3.285068, -0.481310], [5.089429, 2.133805, 0.146527], [6.271572, 1.663760, 0.464097], [4.320728, 2.249856, 1.215927], [4.247783, 0.893229, -0.953957], [3.111137, 1.671730, -1.546174], [3.852156, -0.237691, -0.176034], [5.326316, 0.656379, -2.074048], [4.926177, -0.220811, -3.306269], [5.671679, 0.051700, -4.472121], [3.423932, -0.197133, -3.504674], [5.291697, -2.005256, -2.866718], [4.255201, -2.547195, -2.225988], [5.502142, -2.657502, -3.989237], [6.353064, -2.031814, -2.095288], [-4.960967, -0.895307, 9.054650], [-4.874474, 0.303824, 8.287562], [-4.190958, 0.280595, 7.135833], [-3.552024, -0.844660, 6.614458], [-2.872571, -0.749187, 5.413120], [-2.815347, 0.451721, 4.713241], [-3.461038, 1.573307, 5.246851], [-4.139519, 1.493477, 6.438341], [-2.086008, 0.502871, 3.456208], [-1.445493, -0.506861, 2.892414], [-0.917281, -0.007129, 1.746573], [-1.230718, 1.329168, 1.584887], [-1.980295, 1.639173, 2.691190], [-0.809740, 2.090882, 0.465268], [-1.032479, 3.467114, 0.248755], [-0.528274, 4.078079, -0.869857], [0.185878, 3.326868, -1.805975], [0.389104, 2.031199, -1.627031], [-0.061782, 1.407126, -0.509688], [0.311216, 0.025630, -0.332546], [1.086026, -0.561165, -1.287517], [1.422693, -1.842386, -1.182772], [1.036249, -2.612517, -0.090771], [0.274142, -2.041427, 0.899328], [-0.119095, -0.695827, 0.785418], [-5.544919, -0.642675, 9.933070], [-3.969993, -1.233805, 9.360973], [-5.468761, -1.681030, 8.493147], [-3.579718, -1.789741, 7.135173], [-2.375013, -1.618946, 5.007230], [-3.443082, 2.531044, 4.738825], [-4.641531, 2.352338, 6.860931], [-2.385991, 2.528607, 2.923964], [-1.588933, 4.048055, 0.972807], [-0.670969, 5.134433, -1.045017], [0.585080, 3.770527, -2.707362], [2.017278, -2.259548, -1.980720], [1.350387, -3.644701, -0.038418], [-0.047360, -2.606178, 1.765155], [1.801497, 2.374830, -4.488931], [-1.870964, -2.760670, -6.852459], [-1.008713, -1.991697, -5.907180], [0.362267, -1.846923, -6.109737], [1.122922, -1.111629, -5.230083], [0.582710, -0.533046, -4.143221], [-0.745397, -0.658421, -3.930844], [-1.554452, -1.368340, -4.777948], [-1.288139, -3.232585, -7.639019], [-2.600642, -2.092445, -7.313612], [-2.431642, -3.528626, -6.318076], [0.846292, -2.300849, -6.963545], [2.183660, -0.966970, -5.383727], [-1.153807, -0.173303, -3.051495], [-2.612439, -1.437061, -4.564000]],
  "forces_ev_per_angstrom": [[0.43, 0.37, -0.24], [0.02, -0.02, 0.00], [0.01, 0.01, -0.10], [-0.02, 0.01, 0.04], [0.01, 0.03, -0.01], [0.38, 0.01, -0.21], [-0.19, -0.04, 0.38], [0.00, 0.10, -0.06], [-0.23, -0.25, 0.17], [-0.11, 0.33, -0.19], [0.03, 0.06, 0.05], [0.20, -0.65, 0.19], [-0.02, 0.02, -0.02], [0.00, 0.05, 0.03], [-0.03, -0.01, 0.04], [0.01, -0.01, -0.04], [0.00, -0.01, 0.00], [0.05, -0.01, -0.08], [-0.06, 0.00, 0.10], [0.03, -0.04, -0.04], [-0.02, -0.06, 0.07], [0.06, 0.02, -0.10], [-0.04, 0.05, 0.03], [0.02, 0.04, -0.06], [-0.02, 0.00, 0.01], [0.06, -0.06, -0.03], [-0.03, -0.19, 0.11], [-0.12, 0.12, 0.05], [0.04, 0.08, -0.05], [0.06, 0.01, -0.01], [-0.01, -0.01, -0.01], [-0.02, 0.02, 0.02], [-0.14, 0.02, -0.07], [-0.26, -0.08, 0.16], [0.19, -0.08, 0.08], [-0.03, -0.08, -0.05], [-0.20, 0.00, 0.23], [-0.03, 0.17, -0.03], [-0.02, -0.04, 0.03], [-0.06, 0.02, -0.01], [0.08, 0.00, -0.01], [0.00, 0.01, 0.00], [0.01, 0.00, 0.00], [0.00, 0.00, -0.01], [0.00, 0.00, 0.00], [0.00, -0.01, 0.00], [0.00, 0.00, 0.01], [0.00, 0.01, 0.00], [-0.01, 0.02, 0.00], [-0.01, 0.00, 0.00], [-0.01, 0.00, 0.00], [0.01, -0.02, 0.02], [0.05, 0.01, -0.05], [-0.01, -0.01, 0.00], [0.02, 0.01, 0.01], [0.16, 0.21, -0.27], [0.00, 0.00, 0.01], [0.01, 0.03, 0.04], [-0.02, -0.03, -0.04], [0.05, 0.09, 0.01], [-0.32, -0.11, -0.11], [0.07, -0.07, 0.00], [-0.01, -0.03, -0.05], [0.00, 0.00, 0.00], [0.00, 0.00, 0.00], [0.00, 0.00, 0.00], [-0.01, 0.00, -0.01], [-0.03, 0.01, 0.01], [0.02, 0.00, 0.01], [-0.01, 0.00, -0.01]],
  "lowdin_charge": [0.951, 0.197, -0.689, 0.204, 0.180, 0.711, -0.388, -0.225, -0.251, 0.710, -0.174, -0.438, -0.668, 0.138, 0.192, 0.198, -0.049, -0.053, -0.268, 0.010, -0.006, -0.167, -0.021, 0.022, -0.221, 0.200, -0.167, -0.115, 0.198, -0.041, 0.060, 0.011, -0.082, -0.023, -0.128, -0.125, -0.006, -0.075, 0.019, 0.081, -0.039, 0.100, 0.100, 0.100, 0.111, 0.117, 0.107, 0.130, 0.155, 0.134, 0.132, 0.081, 0.117, 0.133, 0.141, 0.278, -0.009, -0.208, 0.034, -0.077, -0.095, -0.092, 0.022, 0.093, 0.108, 0.104, 0.137, 0.122, 0.120, 0.137]
}

{
  "formula": "C28H21F3GaN5",
  "method": "wB97M-V/def2-TZVPD",
  "e_homo_ev": -14.30,
  "total_charge": 2,
  "orbital_gap_ev": 6.921,
  "symbols": ["Ga", "N", "C", "C", "C", "C", "C", "C", "C", "C", "C", "C", "C", "C", "N", "C", "C", "C", "C", "N", "H", "H", "H", "H", "H", "H", "H", "H", "H", "H", "F", "C", "F", "F", "C", "C", "C", "N", "C", "C", "H", "H", "H", "H", "N", "C", "C", "C", "C", "C", "C", "H", "H", "H", "H", "H", "H", "H"],
  "positions_angstrom": [[-0.401981, -0.333583, -1.248188], [7.355819, -0.763783, 5.016412], [6.539219, -0.732683, 4.216612], [5.495219, -0.725483, 3.255812], [4.551819, 0.305017, 3.252712], [3.496319, 0.256617, 2.371512], [3.375719, -0.793383, 1.448912], [4.352019, -1.796783, 1.427712], [5.390419, -1.770883, 2.335512], [2.198719, -0.800883, 0.578412], [2.378119, -0.890283, -0.813988], [3.587519, -1.025983, -1.524488], [3.289819, -1.033883, -2.878788], [1.919419, -0.876983, -2.991588], [1.350019, -0.796683, -1.761988], [0.957919, -0.673883, 1.242012], [0.741419, -0.769483, 2.628212], [-0.618581, -0.628883, 2.857512], [-1.214281, -0.451883, 1.623412], [-0.285581, -0.495783, 0.630812], [4.647819, 1.125817, 3.945912], [2.767119, 1.053217, 2.358512], [4.249419, -2.634983, 0.754112], [6.121719, -2.564583, 2.352112], [4.565819, -1.096883, -1.092688], [3.978419, -1.146183, -3.692388], [1.317719, -0.818783, -3.885688], [1.495619, -0.957583, 3.363812], [-1.117081, -0.670683, 3.806212], [-2.256281, -0.296183, 1.401412], [-6.913581, -1.862783, -3.104588], [-6.458181, -0.824783, -2.408988], [-6.779481, 0.295817, -3.052788], [-7.065781, -0.809283, -1.225788], [-4.949481, -0.935683, -2.245388], [-4.398581, -1.585783, -1.148288], [-3.021381, -1.581383, -1.015488], [-2.222081, -0.978083, -1.903988], [-2.751881, -0.448083, -3.014688], [-4.115881, -0.394883, -3.219088], [-5.029181, -2.050783, -0.403088], [-2.547181, -2.054883, -0.161588], [-2.058681, -0.055983, -3.751188], [-4.537581, 0.078517, -4.093088], [-0.526981, 1.627217, -2.054488], [-0.981481, 2.216317, -0.792288], [-2.339181, 2.317217, -0.523988], [-2.750281, 2.807817, 0.708112], [-1.811181, 3.164317, 1.662112], [-0.456281, 3.040217, 1.393312], [-0.034881, 2.564217, 0.162312], [0.394319, 2.016517, -2.286288], [-1.158881, 1.900017, -2.810588], [-3.070381, 2.069917, -1.285188], [-3.803581, 2.921417, 0.918112], [-2.134581, 3.553117, 2.613612], [0.270719, 3.330417, 2.136012], [1.022219, 2.485717, -0.070588]],
  "forces_ev_per_angstrom": [[-0.18, 0.10, -0.37], [0.44, 0.02, 0.37], [0.08, 0.00, 0.08], [-0.62, 0.01, -0.55], [0.24, -0.16, 0.07], [0.03, -0.08, -0.34], [0.46, 0.03, 0.42], [-0.39, 0.10, -0.01], [0.12, 0.12, 0.14], [-0.34, -0.03, -0.19], [0.23, 0.03, -0.01], [-0.28, 0.09, 0.00], [-0.03, -0.04, 0.00], [-0.18, -0.02, 0.30], [-0.37, -0.15, -0.12], [0.25, -0.08, 0.04], [-0.16, 0.00, -0.25], [0.02, 0.01, 0.00], [0.13, 0.00, -0.34], [-0.28, -0.06, -0.32], [0.03, 0.05, 0.08], [-0.03, 0.06, 0.06], [0.02, -0.05, -0.06], [0.03, -0.06, -0.01], [0.16, 0.01, 0.11], [0.13, 0.02, -0.15], [0.02, -0.02, -0.05], [0.15, -0.06, 0.16], [-0.12, 0.02, 0.13], [-0.09, 0.07, -0.01], [0.06, -0.07, -0.07], [-0.24, -0.07, 0.01], [0.11, 0.08, -0.11], [0.09, -0.05, 0.18], [0.11, 0.00, 0.04], [0.05, 0.13, -0.27], [-0.35, -0.26, 0.48], [0.95, 0.23, 0.32], [-0.30, 0.23, -0.45], [0.09, -0.14, 0.18], [0.07, -0.03, 0.03], [0.00, 0.10, -0.10], [-0.09, 0.04, 0.08], [0.09, 0.00, -0.11], [0.11, -0.15, 0.38], [-0.17, 0.49, 0.44], [0.10, 0.01, -0.20], [0.04, -0.06, 0.01], [-0.02, -0.02, 0.03], [-0.01, -0.03, -0.11], [0.01, 0.08, -0.23], [-0.22, -0.29, -0.02], [0.12, -0.24, 0.14], [-0.05, -0.03, -0.02], [-0.06, 0.01, -0.02], [-0.05, 0.05, 0.12], [0.07, 0.03, 0.04], [0.03, 0.00, 0.05]],
  "lowdin_charge": [0.692, 0.208, -0.166, -0.196, 0.014, -0.021, -0.180, -0.001, 0.016, -0.007, -0.207, 0.041, -0.018, -0.084, -0.019, -0.218, 0.039, -0.010, -0.097, 0.007, 0.133, 0.122, 0.130, 0.135, 0.125, 0.121, 0.126, 0.130, 0.121, 0.118, 0.197, -0.606, 0.178, 0.181, -0.039, 0.077, -0.062, 0.014, -0.082, 0.065, 0.149, 0.129, 0.131, 0.148, 0.118, -0.333, -0.038, -0.044, -0.044, -0.037, -0.040, 0.142, 0.130, 0.117, 0.123, 0.122, 0.123, 0.129]
}